Entry 1:
Molecular formula: C2H3N3O4
Method: DFT, ωB97M-V with the def2-TZVPD basis set

Each line ends with the natural charge from an NBO analysis.
Cartesian coordinates (Å):
C -0.884 -2.507 -2.200  0.459
C 0.374 0.599 0.703  0.795
N -0.515 0.372 -0.377  -0.115
N -1.141 -1.187 -1.828  -0.114
N 0.983 2.272 2.192  -0.495
O -1.464 -3.041 -3.095  -0.471
O 1.145 -0.191 1.152  -0.542
O 0.161 1.859 1.094  -0.369
O -0.393 -0.827 -0.836  0.029
H -0.098 -3.000 -1.589  0.111
H 1.495 3.088 1.861  0.356
H 0.337 2.565 2.923  0.356

## Properties
frontier orbital gap (spin up / spin down) = 7.929 / 7.923 eV
E_LUMO (spin up / spin down) = -0.09755 / -0.09777 Eh
charge = 0
highest occupied orbital energy (spin up / spin down) = -10.58 / -10.58 eV
ΔE to the lowest compared entry with this formula, charge and spin = 430.9 kJ/mol

---

Entry 2:
Molecular formula: C2H3N3OS
Method: DFT, ωB97M-V with the def2-TZVPD basis set

Each line ends with the natural charge from an NBO analysis.
Cartesian coordinates (Å):
O 2.245 -0.661 -0.044  -0.658
C 1.093 0.068 -0.207  0.600
N 0.854 1.368 -0.136  -0.346
N -0.490 1.461 -0.114  -0.242
C -1.017 0.281 -0.199  0.075
S -2.620 -0.165 -0.162  0.061
N -0.017 -0.689 -0.208  -0.559
H 2.925 0.008 0.114  0.499
H -2.797 -0.017 1.135  0.135
H -0.175 -1.654 -0.180  0.435

## Properties
frontier orbital gap = 9.848 eV
E_LUMO = 0.01884 Eh
SMILES string = Oc1nnc(S)[nH]1
charge = 0
highest occupied orbital energy = -9.34 eV
ΔE to the lowest compared entry with this formula, charge and spin = 33.9 kJ/mol

---

Entry 3:
Molecular formula: C2H3N3OS
Method: DFT, ωB97M-V with the def2-TZVPD basis set

Each line ends with the natural charge from an NBO analysis.
Cartesian coordinates (Å):
O 0.133 2.094 -0.003  -0.657
C 0.331 0.772 -0.063  0.375
N 1.499 0.199 -0.025  -0.299
N 1.144 -1.092 -0.008  -0.167
N -0.136 -1.386 -0.020  -0.230
C -0.702 -0.177 0.020  -0.117
S -2.434 0.097 -0.019  0.047
H 1.040 2.555 0.067  0.499
H 1.824 -1.841 0.035  0.403
H -2.699 -1.221 0.016  0.147

## Properties
frontier orbital gap = 9.337 eV
E_LUMO = 0.02962 Eh
SMILES string = Oc1n[nH]nc1S
charge = 0
highest occupied orbital energy = -8.53 eV
ΔE to the lowest compared entry with this formula, charge and spin = 57.9 kJ/mol

---

Entry 4:
Molecular formula: C2H3N3S
Method: DFT, ωB97M-V with the def2-TZVPD basis set

Each line ends with the natural charge from an NBO analysis.
Cartesian coordinates (Å):
H 2.258 -0.948 -0.272  0.351
N 1.328 -1.301 -0.181  -0.605
C 0.542 -0.300 -0.111  0.324
C 0.881 1.115 -0.117  0.194
N 1.211 2.221 -0.119  -0.240
N -0.839 -0.591 0.032  -0.774
S -2.096 0.483 -0.254  0.222
H -1.064 -1.630 0.011  0.426
H -2.222 0.950 1.013  0.102

## Properties
frontier orbital gap = 10.137 eV
E_LUMO = 0.00832 Eh
SMILES string = [H]/N=C(\C#N)NS
charge = 0
highest occupied orbital energy = -9.91 eV
ΔE to the lowest compared entry with this formula, charge and spin = 93.0 kJ/mol

---

Entry 5:
Molecular formula: C2H3N3S
Method: DFT, ωB97M-V with the def2-TZVPD basis set

Each line ends with the natural charge from an NBO analysis.
Cartesian coordinates (Å):
N 2.798 1.902 1.694  0.030
N 2.597 1.179 0.854  -0.147
S 2.279 0.254 -0.304  0.124
C -1.412 -0.346 -0.767  -0.746
C -0.737 -1.027 0.341  0.266
N -0.518 -1.699 1.241  -0.316
H -0.660 0.068 -1.588  0.264
H -2.288 -0.931 -1.166  0.266
H -2.059 0.599 -0.305  0.260

## Properties
frontier orbital gap = 10.491 eV
E_LUMO = 0.01725 Eh
SMILES string = N#[N+][S-].CC#N
charge = 0
highest occupied orbital energy = -10.02 eV
ΔE to the lowest compared entry with this formula, charge and spin = 153.6 kJ/mol

---

Entry 6:
Molecular formula: C2H3N4
Method: DFT, ωB97M-V with the def2-TZVPD basis set

Each line ends with the natural charge from an NBO analysis.
Cartesian coordinates (Å):
C -0.971 0.978 -0.106  0.532
C 1.339 0.089 -0.021  -0.506
N -2.135 -0.588 0.040  0.078
N -1.265 -1.304 0.111  0.214
N -2.221 0.672 -0.005  -0.035
N 0.005 0.312 0.024  -0.196
H 1.270 -1.035 -0.315  0.277
H 2.160 0.557 -0.706  0.323
H 1.819 0.319 0.978  0.314

## Properties
frontier orbital gap (spin up / spin down) = 9.385 / 7.417 eV
E_LUMO (spin up / spin down) = -0.22077 / -0.36910 Eh
charge = +1
highest occupied orbital energy (spin up / spin down) = -15.39 / -17.46 eV
ΔE to the lowest compared entry with this formula, charge and spin = 220.5 kJ/mol
multiplicity = 3

---

Entry 7:
Molecular formula: C2H3N4O
Method: DFT, ωB97M-V with the def2-TZVPD basis set

Each line ends with the natural charge from an NBO analysis.
Cartesian coordinates (Å):
C -1.797 0.206 -0.344  0.089
C 0.021 0.097 0.583  0.444
N -0.459 0.055 -0.671  -0.692
N -2.027 0.259 0.910  -0.366
N -0.813 0.117 1.570  -0.443
N 2.022 -0.198 0.568  -0.339
O 2.261 0.364 -0.722  -0.623
H -2.615 0.255 -0.956  0.157
H 1.582 0.084 -1.318  0.471
H 1.826 -1.239 0.380  0.301

## Properties
frontier orbital gap = 9.385 eV
E_LUMO = 0.16569 Eh
charge = -1
highest occupied orbital energy = -4.88 eV
ΔE to the lowest compared entry with this formula, charge and spin = 298.6 kJ/mol

---

Entry 8:
Molecular formula: C2H3N4O
Method: DFT, ωB97M-V with the def2-TZVPD basis set

Each line ends with the natural charge from an NBO analysis.
Cartesian coordinates (Å):
C 1.430 0.656 0.682  0.393
N 0.789 -0.301 0.548  -0.035
N 0.065 -1.334 0.353  -0.302
N -1.328 -1.593 0.335  0.137
N -2.188 -0.788 0.178  -0.127
C -2.077 0.591 -0.065  0.482
O -1.560 1.359 0.686  -0.479
H 1.948 1.471 1.129  0.306
H 0.550 -2.233 0.364  0.446
H -2.539 0.861 -1.031  0.179

## Properties
frontier orbital gap = 9.237 eV
E_LUMO = -0.20389 Eh
SMILES string = C#[N+]N/N=N\C=O
charge = +1
highest occupied orbital energy = -14.78 eV
ΔE to the lowest compared entry with this formula, charge and spin = 532.7 kJ/mol

---

Entry 9:
Molecular formula: C2H3N4O2S
Method: DFT, ωB97M-V with the def2-TZVPD basis set

Each line ends with the natural charge from an NBO analysis.
Cartesian coordinates (Å):
C 0.159 -0.532 0.947  0.202
C -0.221 -1.267 2.187  -0.638
N 0.189 0.318 -1.035  -0.200
N -0.527 -0.454 -0.242  -0.350
N 1.208 0.309 0.836  -0.354
N 1.237 0.775 -0.385  -0.132
O -1.499 2.174 -3.020  -0.911
O 0.889 1.881 -3.529  -0.904
S -0.397 1.217 -3.183  1.651
H 0.647 -1.711 2.539  0.214
H -0.986 -2.038 1.862  0.216
H -0.699 -0.673 3.023  0.206

## Properties
frontier orbital gap = 9.088 eV
E_LUMO = 0.13362 Eh
charge = -1
highest occupied orbital energy = -5.45 eV
ΔE to the lowest compared entry with this formula, charge and spin = 0.0 kJ/mol

---

Entry 10:
Molecular formula: C2H3N5O
Method: DFT, ωB97M-V with the def2-TZVPD basis set

Each line ends with the natural charge from an NBO analysis.
Cartesian coordinates (Å):
O 0.392 3.007 1.605  -0.539
C 0.032 1.941 1.198  0.488
N 0.775 1.092 0.681  -0.536
C 0.324 0.120 -0.095  0.554
N -0.995 0.127 -0.667  -0.229
N -1.288 -0.986 -1.083  0.078
N -0.333 -1.925 -0.817  -0.296
N 0.895 -1.020 -0.690  -0.440
H -1.146 1.962 1.109  0.094
H -0.117 -2.774 -1.373  0.417
H 1.461 -1.545 0.132  0.411

## Properties
frontier orbital gap = 8.341 eV
E_LUMO = -0.03739 Eh
SMILES string = O=C/N=c1\nn[nH][nH]1
charge = 0
highest occupied orbital energy = -9.36 eV
ΔE to the lowest compared entry with this formula, charge and spin = 472.9 kJ/mol

---

Entry 11:
Molecular formula: C2H3N5O
Method: DFT, ωB97M-V with the def2-TZVPD basis set

Each line ends with the natural charge from an NBO analysis.
Cartesian coordinates (Å):
N 1.863 -1.109 -0.021  -0.624
N 0.558 -0.615 0.002  -0.058
N -0.558 -1.364 -0.018  0.012
N -1.771 -0.861 -0.096  -0.057
N -1.932 0.491 0.016  -0.195
C -0.884 1.184 0.118  -0.025
C 0.474 0.789 0.005  0.533
O 1.479 1.490 -0.087  -0.595
H 2.422 -0.311 -0.310  0.412
H 2.050 -1.526 0.881  0.382
H -0.960 2.295 0.201  0.215

## Properties
frontier orbital gap = 9.369 eV
E_LUMO = -0.02660 Eh
SMILES string = Nn1nnncc1=O
charge = 0
highest occupied orbital energy = -10.09 eV
ΔE to the lowest compared entry with this formula, charge and spin = 387.6 kJ/mol

---

Entry 12:
Molecular formula: C2H3N5O2
Method: DFT, ωB97M-V with the def2-TZVPD basis set

Each line ends with the natural charge from an NBO analysis.
Cartesian coordinates (Å):
O -2.270 -0.156 -0.251  -0.557
N -1.351 -1.101 0.056  -0.213
C -0.161 -0.565 0.153  0.427
N 0.978 -1.340 0.212  -0.438
C 2.091 -0.687 0.037  0.251
N 2.293 0.649 -0.145  -0.309
N 1.223 1.400 -0.107  0.085
N 0.015 0.886 -0.018  0.063
O -0.980 1.772 0.315  -0.507
H -3.038 -0.642 -0.156  0.513
H 3.006 -1.296 -0.127  0.200
H -1.804 1.080 0.030  0.485

## Properties
frontier orbital gap = 8.394 eV
E_LUMO = -0.02439 Eh
SMILES string = O/N=c1/ncnnn1O
charge = 0
highest occupied orbital energy = -9.06 eV
ΔE to the lowest compared entry with this formula, charge and spin = 439.1 kJ/mol

---

Entry 13:
Molecular formula: C2H3N5O4
Method: DFT, ωB97M-V with the def2-TZVPD basis set

Each line ends with the natural charge from an NBO analysis.
Cartesian coordinates (Å):
C 5.015 -0.563 -0.070  0.558
C 2.696 -0.008 0.141  0.985
N 6.097 -0.446 -0.418  -0.407
N -0.182 0.627 -0.453  -0.504
N -0.685 -1.191 0.804  -0.244
N -0.004 -0.052 0.631  0.194
N -1.442 -1.909 -0.008  0.265
O 1.726 -0.686 0.628  -0.604
O 2.720 1.043 -0.419  -0.640
O -1.520 -1.577 -1.175  -0.345
O 3.843 -0.815 0.355  -0.515
H 0.349 1.493 -0.477  0.426
H -0.382 0.178 -1.346  0.409
H -0.605 -1.545 1.753  0.422

## Properties
frontier orbital gap (spin up / spin down) = 8.973 / 8.974 eV
E_LUMO (spin up / spin down) = -0.06194 / -0.06193 Eh
charge = 0
highest occupied orbital energy (spin up / spin down) = -10.66 / -10.66 eV
ΔE to the lowest compared entry with this formula, charge and spin = 0.0 kJ/mol

---

Entry 14:
Molecular formula: C2H3N5O4
Method: DFT, ωB97M-V with the def2-TZVPD basis set

Each line ends with the natural charge from an NBO analysis.
Cartesian coordinates (Å):
O 3.819 -1.716 -1.735  -0.263
N 3.638 -0.926 -0.907  0.438
N 3.694 0.162 -0.444  0.144
N 3.663 0.786 0.592  -0.226
N 2.880 2.000 0.629  0.614
O 2.848 2.526 1.732  -0.344
O 2.452 2.441 -0.387  -0.363
C 0.273 -1.685 -0.675  -0.402
N 1.251 -1.117 0.197  -0.600
C 1.441 -0.946 1.383  0.852
O 1.862 -0.602 2.380  -0.474
H 0.907 -2.138 -1.358  0.209
H -0.352 -2.381 -0.098  0.204
H -0.339 -0.928 -1.187  0.210

## Properties
frontier orbital gap = 8.628 eV
E_LUMO = -0.04611 Eh
SMILES string = O=N/N=N/[N+](=O)[O-].CN=C=O
charge = 0
highest occupied orbital energy = -9.88 eV
ΔE to the lowest compared entry with this formula, charge and spin = 323.0 kJ/mol

---

Entry 15:
Molecular formula: C2H3NO
Method: DFT, ωB97M-V with the def2-TZVPD basis set

Each line ends with the natural charge from an NBO analysis.
Cartesian coordinates (Å):
C 0.324 -0.387 -0.656  0.041
N -0.761 -0.440 -0.022  -0.513
C -0.645 0.150 1.231  0.517
O 0.475 0.280 1.559  -0.536
H 0.401 -0.771 -1.602  0.168
H 1.154 0.249 -0.244  0.179
H -1.619 0.431 1.759  0.143

## Properties
frontier orbital gap = 10.061 eV
E_LUMO = -0.00081 Eh
SMILES string = C=NC=O
charge = 0
highest occupied orbital energy = -10.08 eV
ΔE to the lowest compared entry with this formula, charge and spin = 158.5 kJ/mol

---

Entry 16:
Molecular formula: C2H3NO2
Method: DFT, ωB97M-V with the def2-TZVPD basis set

Each line ends with the natural charge from an NBO analysis.
Cartesian coordinates (Å):
O -1.750 0.690 -1.396  -0.518
C -0.848 0.514 -0.608  0.668
N -0.736 0.098 0.708  -0.654
C 0.501 0.422 -0.025  0.156
O 1.072 -0.790 -0.400  -0.728
H -0.908 -0.777 1.237  0.410
H 1.198 1.159 0.234  0.185
H 1.471 -1.316 0.249  0.481

## Properties
frontier orbital gap = 10.526 eV
E_LUMO = 0.02282 Eh
SMILES string = O=C1N[C@H]1O
charge = 0
highest occupied orbital energy = -9.90 eV
ΔE to the lowest compared entry with this formula, charge and spin = 248.9 kJ/mol

---

Entry 17:
Molecular formula: C2H3NO2
Method: DFT, ωB97M-V with the def2-TZVPD basis set

Each line ends with the natural charge from an NBO analysis.
Cartesian coordinates (Å):
C -0.082 0.668 -0.039  0.459
C 0.722 -0.427 -0.190  -0.235
N -1.478 0.421 -0.289  -0.158
O 0.086 1.898 0.129  -0.527
O -2.406 -0.277 0.266  -0.304
H 0.370 -1.409 -0.511  0.209
H 1.723 -0.409 -0.116  0.192
H -1.942 1.299 -0.477  0.364

## Properties
frontier orbital gap (spin up / spin down) = 6.851 / 9.717 eV
E_LUMO (spin up / spin down) = -0.08968 / -0.02422 Eh
charge = 0
highest occupied orbital energy (spin up / spin down) = -9.29 / -10.38 eV
ΔE to the lowest compared entry with this formula, charge and spin = 474.7 kJ/mol

---

Entry 18:
Molecular formula: C2H3NO2
Method: DFT, ωB97M-V with the def2-TZVPD basis set

Each line ends with the natural charge from an NBO analysis.
Cartesian coordinates (Å):
C 0.819 -0.591 -1.492  0.876
C -0.784 0.882 1.195  0.060
N 1.726 -1.193 -0.959  -0.731
O 0.073 0.238 -1.894  -0.562
O -1.539 0.780 0.125  -0.646
H -1.467 0.810 2.000  0.059
H 2.319 -1.934 -1.367  0.434
H -0.956 0.914 -0.649  0.511

## Properties
frontier orbital gap = 8.984 eV
E_LUMO = 0.01888 Eh
charge = 0
highest occupied orbital energy = -8.47 eV
ΔE to the lowest compared entry with this formula, charge and spin = 327.2 kJ/mol

---

Entry 19:
Molecular formula: C2H3NO2
Method: DFT, ωB97M-V with the def2-TZVPD basis set

Each line ends with the natural charge from an NBO analysis.
Cartesian coordinates (Å):
C -1.071 -0.069 0.079  -0.696
C 0.387 -0.059 0.024  0.435
N 1.342 -0.891 -0.111  -0.167
O 2.314 0.095 -0.137  -0.090
O 1.341 1.122 -0.098  -0.239
H -1.423 0.429 0.984  0.248
H -1.466 0.470 -0.789  0.249
H -1.424 -1.098 0.047  0.260

## Properties
frontier orbital gap = 11.298 eV
E_LUMO = 0.03007 Eh
SMILES string = Cc1noo1
charge = 0
highest occupied orbital energy = -10.48 eV
ΔE to the lowest compared entry with this formula, charge and spin = 512.9 kJ/mol

---

Entry 20:
Molecular formula: C2H3NO2
Method: DFT, ωB97M-V with the def2-TZVPD basis set

Each line ends with the natural charge from an NBO analysis.
Cartesian coordinates (Å):
C 1.574 0.907 0.590  0.516
C -0.817 -0.470 -0.303  0.008
N -0.445 0.433 0.726  -0.192
O 2.109 0.569 -0.400  -0.472
O -1.173 0.806 -0.312  -0.349
H 1.967 1.204 1.547  0.148
H 0.034 -0.797 -0.977  0.173
H -1.604 -1.053 -0.035  0.168

## Properties
frontier orbital gap (spin up / spin down) = 8.635 / 8.631 eV
E_LUMO (spin up / spin down) = 0.01452 / 0.01446 Eh
charge = 0
highest occupied orbital energy (spin up / spin down) = -8.24 / -8.24 eV
ΔE to the lowest compared entry with this formula, charge and spin = 565.6 kJ/mol